Entry 1:
DFT (the ωB97M-V functional and the def2-TZVPD basis) results for C31H17F12N3O4S2Tc as an isolated structure in a non-equilibrium geometry.

Atoms and positions in Å:
Tc -1.282 -0.566 -2.513
C 2.508 -3.824 1.942
C 1.304 -3.316 1.261
C 0.228 -2.796 2.020
C -0.851 -2.193 1.415
C -0.791 -1.851 0.069
N -1.588 -0.882 -0.616
C -2.657 -0.136 -0.187
C -2.982 -0.129 1.187
C -4.300 -0.220 1.467
C -5.306 -0.022 0.506
C -6.723 -0.308 0.894
C -4.955 0.376 -0.787
C -3.633 0.418 -1.144
C -3.166 1.217 -2.436
O -2.569 0.479 -3.454
C -2.308 2.467 -1.966
F -1.630 3.049 -2.948
F -1.332 2.063 -1.103
F -3.014 3.337 -1.329
C -4.469 1.720 -3.065
F -5.307 2.439 -2.245
F -5.165 0.673 -3.612
F -4.167 2.516 -4.136
C 0.266 -2.449 -0.754
C 1.188 -3.285 -0.128
C 0.282 -2.071 -2.256
O -0.933 -2.397 -2.995
C 1.375 -2.673 -3.141
F 2.627 -2.337 -2.741
F 1.272 -2.201 -4.421
F 1.316 -4.006 -3.138
C 0.484 -0.448 -2.316
F 2.460 1.566 1.793
F 1.152 -1.046 4.042
F 3.023 -0.554 2.674
H 2.795 -3.199 2.831
H 3.412 -3.969 1.396
H 2.294 -4.855 2.291
H 0.321 -2.820 3.050
H -1.749 -1.952 2.006
H -2.233 -0.134 2.019
H -4.530 -0.580 2.453
H -6.945 -1.362 0.895
H -7.436 0.106 0.097
H -7.019 0.053 1.859
H -5.779 0.624 -1.488
H 1.925 -3.737 -0.774
S 1.666 0.303 2.867
C 2.199 1.330 4.292
C 3.367 1.181 5.061
N 4.391 0.860 5.476
C 1.399 2.444 4.326
S 0.156 2.926 3.361
C 1.722 3.361 5.394
N 1.919 3.951 6.361
O 1.107 2.220 -2.546
C 1.866 1.477 -1.950
O 1.659 -0.035 -2.003
C 3.265 1.651 -1.524
C 4.058 2.710 -2.038
C 5.367 2.846 -1.681
C 5.942 1.816 -0.849
C 5.200 0.723 -0.508
C 3.847 0.613 -0.813
H 3.588 3.499 -2.655
H 5.931 3.636 -2.083
H 6.961 1.961 -0.498
H 5.765 -0.071 0.066
H 3.210 -0.183 -0.530

DFT total energy = -101544.7868 eV
net charge = +1
frontier orbital gap (spin up / spin down) = 2.20 / 2.20 eV
highest occupied orbital energy (spin up / spin down) = -9.89 / -9.89 eV
LUMO level (spin up / spin down) = -7.690 / -7.688 eV
largest force on an atom = 4.37 eV/A

=====

Entry 2:
DFT (the ωB97M-V functional and the def2-TZVPD basis) results for C31H18Cl6N5O3RhS2 as an isolated structure.

Atoms and positions in Å:
Rh 1.090 -0.775 -0.617
Cl 2.491 1.180 6.735
C 2.485 0.416 5.170
C 3.391 -0.610 4.914
C 3.313 -1.242 3.683
C 2.377 -0.861 2.748
O 2.223 -1.615 1.579
C 1.582 0.300 2.899
C 0.896 1.063 1.918
N 1.046 0.993 0.563
C 0.817 2.100 -0.224
C 0.295 3.312 0.202
C 0.113 4.387 -0.688
C 0.463 4.300 -2.005
C 1.030 3.093 -2.485
C 1.447 2.923 -3.823
C 1.987 1.740 -4.229
C 2.087 0.695 -3.298
N 1.712 0.818 -2.050
C 1.194 2.001 -1.612
C 1.617 0.861 4.207
H 4.107 -0.922 5.661
H 3.957 -2.088 3.471
H 0.380 1.922 2.327
H 0.014 3.449 1.235
H -0.309 5.310 -0.307
H 0.329 5.134 -2.683
H 1.328 3.746 -4.518
H 2.304 1.582 -5.251
H 2.466 -0.275 -3.600
H 0.983 1.712 4.417
Cl 1.228 -3.354 3.988
C 1.995 -3.866 2.537
C 2.346 -2.959 1.538
C 2.766 -3.471 0.312
Cl 2.976 -2.350 -1.001
C 2.954 -4.825 0.094
Cl 3.491 -5.389 -1.436
C 2.705 -5.720 1.130
Cl 2.980 -7.397 0.901
C 2.207 -5.236 2.337
Cl 1.829 -6.349 3.587
N -5.750 3.408 -1.700
C -4.800 2.430 -1.920
C -5.171 1.180 -2.426
C -4.216 0.213 -2.674
C -2.877 0.487 -2.428
C -2.493 1.729 -1.930
C -3.447 2.690 -1.674
S -1.661 -0.730 -2.767
O -2.364 -1.920 -3.163
O -0.675 -0.162 -3.644
N -0.892 -0.980 -1.353
C -1.529 -1.520 -0.257
S -3.232 -1.742 -0.007
C -2.904 -2.346 1.574
C -1.575 -2.348 1.796
N -0.790 -1.892 0.758
H -6.711 3.123 -1.639
H -5.498 4.181 -1.111
H -6.218 0.974 -2.621
H -4.494 -0.761 -3.056
H -1.449 1.938 -1.738
H -3.147 3.657 -1.284
H -3.698 -2.666 2.228
H -1.104 -2.680 2.709

2S+1 = 5
energy above the lowest of the compared OMol25 structures with the same formula, charge and spin = 0.000 eV
DFT total energy = -145843.3800 eV
expectation value of S² = 6.05
frontier orbital gap (spin up / spin down) = 5.89 / 6.76 eV
highest occupied orbital energy (spin up / spin down) = -5.88 / -7.84 eV
LUMO level (spin up / spin down) = 0.009 / -1.071 eV
largest force on an atom = 0.93 eV/A

=====

Entry 3:
DFT (the ωB97M-V functional and the def2-TZVPD basis) results for C31H18IN9OV as an isolated structure in a non-equilibrium geometry.

Atoms and positions in Å:
V 0.046 -0.350 -0.095
C 1.032 0.766 3.816
C 2.292 0.058 3.902
C 2.560 -0.943 3.047
C 1.580 -1.350 2.042
N 0.502 -0.439 1.791
C 0.228 0.501 2.771
N 1.680 -2.529 1.519
C 0.736 -3.013 0.616
N -0.129 -2.190 -0.082
C -1.107 -2.897 -0.724
N -2.174 -2.317 -1.397
C -2.488 -1.066 -1.235
C -3.550 -0.506 -2.058
C -4.029 0.731 -1.838
C -3.513 1.526 -0.753
C -2.479 1.023 -0.050
N -1.886 -0.192 -0.300
C -0.811 -4.246 -0.520
C -1.438 -5.441 -0.961
C -0.922 -6.640 -0.567
C 0.231 -6.710 0.286
C 0.858 -5.585 0.731
C 0.358 -4.316 0.328
H 0.754 1.520 4.540
H 3.011 0.327 4.669
H 3.469 -1.528 3.108
H -0.703 1.043 2.639
H -3.920 -1.135 -2.856
H -4.806 1.134 -2.478
H -3.915 2.502 -0.517
H -2.038 1.597 0.762
H -2.312 -5.388 -1.601
H -1.386 -7.561 -0.902
H 0.606 -7.683 0.586
H 1.726 -5.649 1.376
I 3.169 0.620 -0.512
C 3.372 1.965 1.064
C 4.551 1.887 1.739
C 4.770 2.663 2.903
C 3.784 3.477 3.361
C 2.553 3.591 2.666
C 1.543 4.452 3.168
C 0.373 4.612 2.498
C 0.169 3.928 1.278
C 1.110 3.077 0.781
C 2.336 2.849 1.475
H 5.316 1.202 1.399
H 5.711 2.581 3.433
H 3.922 4.062 4.263
H 1.728 4.977 4.097
H -0.402 5.262 2.885
H -0.747 4.066 0.719
O -0.135 3.001 -2.509
C 0.339 2.746 -1.483
N 0.881 2.421 -0.450
N -1.989 1.342 -5.708
C -1.204 0.824 -5.033
N -0.250 0.199 -4.362
C -0.028 0.144 -3.130
N 0.280 0.050 -1.996

2S+1 = 3
energy above the lowest of the compared OMol25 structures with the same formula, charge and spin = 2.715 eV
DFT total energy = -81688.3781 eV
net charge = -1
expectation value of S² = 2.01
frontier orbital gap (spin up / spin down) = 4.52 / 4.56 eV
highest occupied orbital energy (spin up / spin down) = -2.79 / -2.84 eV
LUMO level (spin up / spin down) = 1.724 / 1.719 eV
largest force on an atom = 1.58 eV/A

=====

Entry 4:
DFT (the ωB97M-V functional and the def2-TZVPD basis) results for C31H18IrN7O11S3 as an isolated structure in a non-equilibrium geometry.

Atoms and positions in Å:
Ir -0.626 0.468 -0.601
O -3.536 7.234 -1.805
N -3.211 6.204 -2.427
O -3.381 6.104 -3.663
C -2.647 5.145 -1.713
C -2.467 5.324 -0.332
C -1.897 4.330 0.465
C -1.679 4.430 1.868
C -1.111 3.387 2.543
C -0.730 2.216 1.863
N -0.924 2.107 0.561
C -1.497 3.119 -0.129
C -1.710 2.906 -1.529
N -1.342 1.686 -1.993
C -1.455 1.386 -3.285
C -1.980 2.317 -4.162
C -2.390 3.561 -3.717
C -2.267 3.900 -2.356
H -2.782 6.259 0.103
H -1.971 5.335 2.385
H -0.936 3.443 3.609
H -0.253 1.383 2.356
H -1.146 0.392 -3.572
H -2.068 2.052 -5.206
H -2.803 4.286 -4.396
O 1.516 0.844 1.484
N 2.648 1.179 0.961
C 3.715 1.400 1.773
C 4.952 1.726 1.282
C 5.124 1.823 -0.098
C 4.038 1.600 -0.912
C 2.782 1.290 -0.384
S 1.453 1.078 -1.475
H 3.481 1.266 2.817
H 5.767 1.884 1.973
H 6.088 2.063 -0.524
H 4.122 1.661 -1.988
O 0.332 -3.510 1.439
S -0.055 -2.325 2.149
O 0.890 -1.702 3.020
N -0.715 -1.208 1.098
C -2.025 -1.157 1.221
S -2.885 -0.166 0.166
C -2.595 -1.979 2.312
C -3.915 -2.108 2.708
C -4.191 -2.947 3.779
C -3.172 -3.640 4.429
C -1.848 -3.513 4.024
C -1.593 -2.666 2.967
H -4.697 -1.567 2.192
H -5.213 -3.067 4.115
H -3.415 -4.288 5.260
H -1.051 -4.050 4.519
O -0.719 -2.730 -3.386
C -0.183 -2.180 -2.432
O -0.601 -1.050 -1.993
C 1.028 -2.902 -1.840
C 1.963 -2.368 -0.964
C 3.005 -3.173 -0.524
C 3.152 -4.492 -0.891
C 2.213 -4.990 -1.771
C 1.171 -4.227 -2.251
N 2.338 -6.393 -2.207
O 1.529 -6.814 -3.006
O 3.251 -7.048 -1.741
N 4.014 -2.621 0.399
O 4.791 -3.402 0.920
O 4.011 -1.426 0.586
H 1.901 -1.344 -0.617
H 3.958 -5.098 -0.513
H 0.452 -4.637 -2.942

2S+1 = 2
energy above the lowest of the compared OMol25 structures with the same formula, charge and spin = 0.883 eV
DFT total energy = -100732.2493 eV
net charge = -1
expectation value of S² = 0.78
frontier orbital gap (spin up / spin down) = 4.85 / 6.85 eV
highest occupied orbital energy (spin up / spin down) = -3.48 / -5.47 eV
LUMO level (spin up / spin down) = 1.376 / 1.375 eV
largest force on an atom = 1.20 eV/A

=====

Entry 5:
DFT (the ωB97M-V functional and the def2-TZVPD basis) results for C31H19AuBrF4NO5P as an isolated structure in a non-equilibrium geometry.

Atoms and positions in Å:
Au -0.344 -1.232 -0.716
O 3.682 -2.215 -0.654
C 2.480 -2.186 -0.761
O 1.768 -1.129 -0.888
C 1.689 -3.504 -0.764
C 2.320 -4.735 -0.647
C 1.530 -5.877 -0.672
C 0.158 -5.756 -0.833
C -0.390 -4.487 -0.950
N 0.377 -3.414 -0.896
H 3.393 -4.775 -0.535
H 1.988 -6.852 -0.571
H -0.484 -6.621 -0.871
H -1.447 -4.319 -1.094
F -3.354 5.921 -0.251
C -2.550 4.881 -0.394
C -1.176 5.018 -0.211
F -0.663 6.202 0.101
C -0.344 3.910 -0.351
F 0.964 4.096 -0.173
C -0.837 2.644 -0.667
P 0.292 1.177 -0.791
C 1.446 1.470 0.556
C 0.956 1.871 1.803
C 1.835 2.065 2.849
C 3.195 1.834 2.669
C 3.675 1.407 1.440
C 2.808 1.221 0.381
C 1.152 1.414 -2.365
C 2.113 2.417 -2.500
C 2.778 2.557 -3.703
C 2.506 1.702 -4.760
C 1.531 0.724 -4.631
C 0.850 0.577 -3.436
C -2.214 2.534 -0.872
Br -3.000 0.887 -1.363
C -3.060 3.632 -0.733
F -4.364 3.480 -0.919
H -0.104 2.056 1.937
H 1.470 2.398 3.809
H 3.875 1.975 3.495
H 4.728 1.221 1.303
H 3.178 0.892 -0.578
H 2.353 3.073 -1.677
H 3.519 3.335 -3.810
H 3.059 1.794 -5.681
H 1.308 0.074 -5.463
H 0.101 -0.198 -3.321
O -4.904 -2.816 2.600
C -3.886 -2.026 2.834
C -3.769 -1.455 4.122
C -2.707 -0.647 4.444
C -1.716 -0.385 3.500
C -1.820 -0.930 2.227
C -2.886 -1.732 1.864
C -3.018 -2.352 0.489
O -3.878 -3.220 0.336
O -2.273 -1.964 -0.461
H -4.826 -3.195 1.673
H -4.536 -1.701 4.840
H -2.633 -0.222 5.434
H -0.863 0.224 3.758
H -1.034 -0.738 1.504

energy above the lowest of the compared OMol25 structures with the same formula, charge and spin = 2.272 eV
DFT total energy = -138068.5670 eV
net charge = +1
frontier orbital gap = 4.06 eV
highest occupied orbital energy = -10.61 eV
LUMO level = -6.559 eV
largest force on an atom = 3.62 eV/A

=====

Entry 6:
DFT (the ωB97M-V functional and the def2-TZVPD basis) results for C31H19ClIN4O3PtS2 as an isolated structure.

Atoms and positions in Å:
Pt 0.460 -0.133 -0.185
S -1.175 1.498 -0.228
C -2.396 0.458 -0.976
C -3.135 -0.530 -0.352
C -4.095 -1.222 -1.085
C -4.875 -2.250 -0.449
N -5.500 -3.067 0.064
C -4.303 -0.900 -2.437
C -3.557 0.096 -3.052
C -2.588 0.781 -2.319
S -1.506 2.009 -2.883
C -5.294 -1.603 -3.212
N -6.083 -2.145 -3.848
H -2.955 -0.775 0.687
H -3.718 0.323 -4.097
Cl 2.474 -6.240 2.179
C 1.619 -4.744 1.906
C 0.618 -4.369 2.759
C -0.115 -3.190 2.548
I -1.678 -2.693 3.824
C 0.154 -2.342 1.483
O -0.531 -1.275 1.200
C 1.252 -2.734 0.640
N 1.532 -1.866 -0.381
C 2.400 -2.178 -1.305
C 3.096 -3.404 -1.255
C 2.906 -4.253 -0.204
C 1.953 -3.938 0.795
H 0.379 -5.001 3.603
H 2.560 -1.437 -2.079
H 3.794 -3.649 -2.043
H 3.467 -5.174 -0.128
C 4.893 4.408 -1.033
O 4.916 3.170 -1.714
C 5.082 2.041 -0.979
C 5.498 2.049 0.345
C 5.811 0.866 1.009
C 5.735 -0.334 0.328
C 5.279 -0.344 -0.983
C 4.886 0.812 -1.643
N 4.405 0.703 -2.949
C 3.470 1.480 -3.623
C 2.466 2.292 -3.039
C 2.131 3.494 -3.692
C 1.358 4.468 -3.090
C 0.910 4.266 -1.788
C 1.143 3.051 -1.158
C 1.811 2.009 -1.799
O 1.860 0.779 -1.302
H 4.606 5.148 -1.775
H 5.876 4.657 -0.622
H 4.149 4.400 -0.235
H 5.611 2.990 0.862
H 6.132 0.898 2.041
H 6.006 -1.264 0.810
H 5.198 -1.286 -1.509
H 4.730 -0.118 -3.436
H 3.656 1.555 -4.688
H 2.548 3.667 -4.679
H 1.127 5.387 -3.614
H 0.357 5.042 -1.274
H 0.741 2.862 -0.170

2S+1 = 3
energy above the lowest of the compared OMol25 structures with the same formula, charge and spin = 0.619 eV
DFT total energy = -90099.5741 eV
net charge = -1
expectation value of S² = 2.04
frontier orbital gap (spin up / spin down) = 5.16 / 6.27 eV
highest occupied orbital energy (spin up / spin down) = -3.45 / -4.98 eV
LUMO level (spin up / spin down) = 1.704 / 1.293 eV
largest force on an atom = 0.59 eV/A